1.
C29H70FN4O3P2 | wB97M-V/def2-TZVPD

```
109
Properties=species:S:1:pos:R:3:forces:R:3
C -2.008873 -0.876467 -1.917372 -0.31 0.32 -0.27
C -3.178312 0.124039 -1.822324 0.27 0.08 0.18
C -3.441380 0.632182 -0.396492 0.40 0.00 -0.08
F -4.786489 0.472629 -0.083346 -0.23 -0.04 -0.11
P -2.899579 2.439240 -0.231038 0.10 -0.21 -0.92
C -4.263235 3.442685 0.673536 -0.74 -0.05 1.05
O -4.247024 4.618074 0.291510 0.29 0.23 -0.28
O -4.976914 2.866516 1.498835 0.17 -0.13 -0.13
P -1.237783 2.323765 1.156975 0.27 0.68 0.70
C 0.187150 2.231195 -0.027075 -0.50 -0.16 -0.11
O -1.206016 0.765691 1.799539 -0.07 -0.13 -0.34
H -1.657089 -1.198511 -0.942213 -0.04 -0.17 0.14
H -2.312983 -1.735903 -2.506608 0.14 -0.27 0.01
H -1.165606 -0.415899 -2.424393 0.20 -0.03 -0.03
H -2.932020 0.969493 -2.456254 -0.19 0.16 -0.17
H -4.106461 -0.298234 -2.200416 -0.10 -0.17 0.05
H -2.878628 -0.000010 0.287613 -0.10 0.03 0.26
H 0.761183 3.142900 0.075809 0.21 0.16 0.04
H -0.184975 2.178598 -1.046785 0.14 -0.14 -0.19
H 0.781465 1.354822 0.218962 0.18 -0.08 -0.02
H -0.616348 0.808462 2.555659 -0.12 -0.08 0.19
C -10.778633 -3.758463 1.082266 -0.05 0.01 0.01
C -10.092633 -2.427285 1.353284 -0.10 -0.02 -0.11
N -8.659970 -2.465331 1.145941 0.10 -0.01 0.06
C -7.975654 -1.277546 1.642036 0.10 0.14 0.22
C -8.279340 0.069054 0.979757 0.05 0.03 -0.01
C -8.226856 -2.938905 -0.155528 0.00 -0.17 -0.18
C -8.711862 -2.180075 -1.399930 0.09 -0.03 -0.06
H -10.344195 -4.551918 1.692250 0.05 0.00 -0.03
H -11.839189 -3.681044 1.328231 0.00 0.00 0.01
H -10.710391 -4.051155 0.033973 0.01 0.00 0.00
H -10.265100 -2.162902 2.400042 0.06 0.08 0.00
H -10.588110 -1.647519 0.751668 -0.03 -0.01 0.02
H -6.899240 -1.457184 1.597246 0.00 -0.03 -0.10
H -8.206839 -1.195263 2.709209 -0.09 -0.06 -0.01
H -7.792793 0.162873 0.011102 -0.02 0.02 -0.02
H -7.890522 0.876598 1.600637 0.06 0.00 -0.02
H -9.350734 0.238191 0.853382 -0.01 -0.05 0.00
H -8.530889 -3.984970 -0.254502 -0.06 0.02 0.04
H -7.135018 -2.966135 -0.156943 0.02 0.11 0.07
H -9.770307 -1.922478 -1.336822 -0.01 -0.01 0.02
H -8.580230 -2.806000 -2.285884 0.00 -0.01 0.01
H -8.147126 -1.265096 -1.566447 -0.06 0.05 0.04
C 2.452593 0.050861 -3.276086 0.01 0.02 -0.05
C 2.693453 -0.827884 -2.059776 0.09 0.13 -0.03
N 2.108744 -2.151060 -2.171104 0.01 -0.07 0.02
C 2.117202 -2.885987 -0.920586 -0.15 0.03 0.22
C 3.474316 -3.269734 -0.315671 -0.04 -0.13 0.03
C 2.486301 -2.905093 -3.350880 0.00 -0.03 -0.23
C 3.978994 -3.193625 -3.579064 -0.03 -0.09 -0.05
H 1.386250 0.150138 -3.481445 -0.01 -0.04 0.00
H 2.854936 1.047074 -3.089522 -0.02 0.01 0.02
H 2.944994 -0.335750 -4.169898 0.00 0.00 0.00
H 2.238462 -0.334389 -1.197286 -0.01 -0.10 0.07
H 3.778206 -0.862686 -1.861104 -0.01 0.03 0.00
H 1.514536 -3.789639 -1.046213 0.03 -0.02 -0.10
H 1.574272 -2.282524 -0.187095 0.03 0.09 -0.04
H 3.930648 -4.106520 -0.844564 0.07 0.05 -0.03
H 3.337645 -3.585333 0.721088 -0.04 0.02 0.00
H 4.176779 -2.435001 -0.312494 0.00 0.01 -0.02
H 2.105410 -2.374378 -4.226450 0.01 0.07 0.04
H 1.936042 -3.849356 -3.339109 0.00 -0.01 0.11
H 4.600667 -2.320880 -3.374658 -0.02 0.02 0.01
H 4.143754 -3.474355 -4.621661 -0.01 0.01 0.00
H 4.337222 -4.019233 -2.965362 0.04 0.05 0.06
C 1.642920 5.835066 -1.714795 0.00 0.06 0.01
C 0.301800 6.328189 -1.186566 0.11 0.07 -0.05
N -0.031574 5.833135 0.134106 -0.10 0.03 0.00
C -1.414986 6.123652 0.508896 -0.11 -0.05 -0.11
C -1.817278 7.595697 0.657135 -0.05 0.00 0.10
C 0.964664 6.057373 1.159237 0.21 -0.04 0.07
C 1.389958 7.505597 1.454927 0.05 -0.04 0.11
H 1.683233 4.746585 -1.729057 -0.01 -0.08 0.06
H 1.786808 6.191886 -2.736444 -0.02 0.00 0.00
H 2.481542 6.204676 -1.122166 0.00 -0.01 0.01
H -0.480674 5.985059 -1.868177 -0.07 0.02 0.07
H 0.296086 7.431234 -1.237535 0.01 -0.02 -0.04
H -1.649366 5.593435 1.432908 0.10 -0.05 0.03
H -2.064096 5.665617 -0.238529 0.02 -0.03 -0.02
H -1.445361 8.035395 1.583988 0.05 0.03 -0.04
H -2.905857 7.659147 0.685069 -0.01 -0.05 -0.01
H -1.471886 8.208197 -0.178644 0.00 -0.01 0.01
H 1.862650 5.489720 0.893684 0.00 0.02 -0.07
H 0.606194 5.591710 2.080105 -0.12 0.01 -0.01
H 1.537260 8.084497 0.541585 -0.01 -0.02 -0.02
H 2.338043 7.507473 1.999507 0.00 -0.01 -0.01
H 0.662479 8.026539 2.075011 -0.04 0.04 -0.07
C 9.544229 -4.311664 3.692360 0.04 -0.01 0.00
C 8.875224 -4.475499 2.336162 0.12 0.06 0.03
N 7.514532 -3.975688 2.301888 -0.08 -0.01 -0.04
C 6.794526 -4.355854 1.099212 -0.11 -0.21 -0.13
C 7.287325 -3.809589 -0.247243 -0.11 0.02 -0.02
C 7.339756 -2.599208 2.731903 0.01 0.18 0.16
C 8.103371 -1.501890 1.975609 -0.07 0.04 0.02
H 8.959892 -4.795427 4.475861 -0.04 0.03 0.00
H 10.532801 -4.772439 3.670607 0.00 -0.01 0.00
H 9.681996 -3.263854 3.960112 0.00 0.00 0.00
H 8.838451 -5.542823 2.101775 -0.06 0.01 -0.08
H 9.516781 -4.011503 1.569023 0.02 -0.02 0.01
H 5.742831 -4.089835 1.225991 0.02 0.10 0.06
H 6.804394 -5.449455 1.045661 0.10 -0.01 0.05
H 7.017924 -2.763036 -0.382646 0.07 0.03 0.00
H 6.818658 -4.365665 -1.061779 -0.01 -0.01 0.01
H 8.367032 -3.909525 -0.362972 0.01 0.01 0.02
H 7.613642 -2.538256 3.787666 0.05 -0.06 -0.01
H 6.271280 -2.372665 2.710653 -0.03 -0.07 -0.09
H 9.135576 -1.788274 1.768585 0.01 -0.02 0.01
H 8.132052 -0.592838 2.579342 -0.01 0.00 0.01
H 7.625135 -1.243264 1.032532 0.05 -0.05 -0.05
```
Forces are in eV/Å.

gap between HOMO and LUMO	6.1	eV
HOMO energy	-4.01	eV
LUMO level	2.0	eV
net charge	-1
electronic energy	-64606.873	eV

=====

2.
C18H33N5OPdS3 | wB97M-V/def2-TZVPD

```
61
Properties=species:S:1:pos:R:3:forces:R:3
Pd 0.387390 -1.218774 1.127402 -0.10 -0.04 -0.06
C 3.571192 -1.479013 1.546391 -0.02 -0.01 0.01
C 3.080656 -2.814846 2.101095 0.02 0.02 -0.01
S 1.407792 -3.302404 1.549680 0.00 0.01 -0.01
C 0.654334 -3.702604 3.157296 0.00 0.00 0.00
C 0.550247 -2.578054 4.185484 0.02 0.00 0.02
S -0.263369 -1.066506 3.589962 -0.01 0.02 -0.01
C 0.937814 0.204103 4.069836 0.00 -0.01 0.01
C 2.348478 0.108098 3.494985 0.00 0.00 0.00
S 2.444552 -0.060628 1.680454 0.13 0.05 0.05
H 3.751997 -1.565380 0.474335 0.00 0.01 0.00
H 4.522026 -1.224408 2.020831 0.01 -0.01 0.00
H 3.080053 -2.797167 3.191015 -0.01 0.00 0.00
H 3.783085 -3.592189 1.796556 0.00 0.00 0.00
H 1.196886 -4.539155 3.604987 -0.01 -0.01 -0.01
H -0.340812 -4.058737 2.888979 0.00 0.00 0.01
H 1.537843 -2.300154 4.554087 0.00 -0.01 0.00
H -0.009809 -2.958019 5.041668 0.00 0.00 0.00
H 1.008359 0.233426 5.160056 0.01 0.00 0.00
H 0.471438 1.133236 3.742855 0.01 0.00 -0.01
H 2.889887 -0.733801 3.928083 0.00 0.00 0.00
H 2.884396 1.014328 3.781071 -0.01 0.00 -0.01
N 0.400731 2.825104 2.026687 -0.01 0.00 -0.01
C 0.437028 2.805195 0.872009 0.00 0.03 0.02
N 0.426182 2.820969 -0.460080 0.01 -0.03 -0.03
C 1.146365 1.753851 -1.169133 0.00 -0.01 0.00
C 0.647900 1.726648 -2.597835 0.02 -0.02 0.03
O 0.799013 2.991005 -3.228913 0.00 0.01 -0.01
C 0.052621 3.978534 -2.547015 0.00 0.01 -0.01
C 0.519550 4.130154 -1.111638 0.01 -0.01 0.04
H 0.943496 0.805344 -0.669274 -0.02 -0.02 0.00
H 2.224915 1.950785 -1.150625 0.00 0.01 0.00
H -0.409403 1.431501 -2.610137 0.00 0.01 -0.02
H 1.223607 1.010440 -3.182130 -0.01 0.00 0.00
H -1.014024 3.714089 -2.557142 0.00 0.00 0.00
H 0.189149 4.913536 -3.088921 0.00 0.00 0.00
H -0.113309 4.837777 -0.576689 0.00 0.00 0.00
H 1.554448 4.492308 -1.091734 0.00 0.01 -0.01
C -1.973410 -1.942515 -3.748543 0.00 -0.01 0.00
C -0.524163 -1.800618 -3.319127 -0.02 0.01 0.03
N -0.476637 -1.368508 -1.942644 0.01 0.02 -0.04
C -1.436343 -0.618853 -1.326271 0.02 -0.04 0.03
N -1.260072 -0.324327 -0.079702 -0.03 -0.02 0.02
C -2.318039 0.412554 0.587035 0.01 -0.01 0.01
C -2.931883 1.447571 -0.342780 0.00 0.00 0.01
C -3.466402 0.750966 -1.579607 0.00 0.00 -0.01
N -2.516663 -0.234112 -2.078820 0.00 0.03 -0.01
C -2.690524 -0.637866 -3.462117 0.00 0.00 0.00
H -2.445383 -2.751635 -3.186966 0.01 -0.01 0.00
H -2.040584 -2.175355 -4.811799 0.00 0.00 0.00
H -0.020693 -1.085605 -3.984096 0.01 0.00 0.00
H 0.005887 -2.749359 -3.401929 0.00 -0.01 -0.01
H 0.214222 -1.720468 -1.281735 -0.01 0.00 0.01
H -1.891122 0.892296 1.467653 0.00 0.01 -0.01
H -3.093592 -0.278178 0.946150 0.00 0.00 -0.01
H -2.155350 2.163977 -0.622351 -0.01 0.00 0.00
H -3.737502 1.995664 0.148185 0.00 0.00 0.00
H -3.656477 1.475486 -2.379060 0.00 0.00 0.00
H -4.420484 0.257252 -1.360084 0.00 0.00 0.00
H -2.324329 0.146498 -4.140798 -0.01 0.00 0.00
H -3.763164 -0.743459 -3.645137 0.00 0.00 -0.01
```
Forces are in eV/Å.

ΔE to the lowest compared entry with this formula, charge and spin	0.0	kcal per mole
gap between HOMO and LUMO	6.3	eV
HOMO energy	-5.63	eV
LUMO level	0.6	eV
electronic energy	-64684.851	eV

=====

3.
C14H32LuNO3P2Si | wB97M-V/def2-TZVPD

```
54
Properties=species:S:1:pos:R:3:forces:R:3
Lu 0.000000 0.000000 0.000000 -2.71 -1.33 5.43
P -0.950352 2.085145 0.195521 -3.59 7.81 -0.07
C -0.778821 2.628649 -1.608315 1.18 0.13 0.78
C 0.462217 2.037071 -2.264500 -0.22 0.68 -0.23
N 0.949930 0.890899 -1.718834 1.33 1.22 -1.96
C 2.038841 0.311816 -2.289443 0.56 -0.16 -0.50
C 2.671210 0.852734 -3.412347 -0.71 0.14 0.48
C 2.155981 2.025939 -3.970295 -0.31 -0.19 0.50
C 1.035408 2.629012 -3.393077 0.27 -0.70 0.41
C 2.572600 -0.941730 -1.608890 -0.62 0.48 0.08
P 1.229473 -1.831397 -0.615631 5.09 -7.52 -2.77
H 0.617880 3.531809 -3.814082 -0.06 0.02 0.07
H 3.541150 0.377893 -3.841116 0.01 -0.09 0.04
H 2.620642 2.464258 -4.841396 0.03 0.02 -0.05
H 3.007131 -1.625685 -2.337987 -0.04 -0.06 0.05
H 3.367526 -0.640741 -0.926540 0.10 -0.08 0.15
H -1.628254 2.280542 -2.141951 -1.02 -0.34 -0.52
H -0.776299 3.716606 -1.668915 0.03 0.02 -0.10
H -3.625221 -1.849505 -2.619971 -1.77 1.52 -2.19
O -4.155733 -1.221726 -3.255705 1.82 -2.01 0.72
H -4.120830 -1.641263 -4.159708 -0.01 0.44 1.52
H -1.855984 -4.750217 -0.438108 -1.82 -1.20 -0.91
O -2.631244 -5.130999 -0.965521 1.41 -0.40 1.60
H -2.815873 -6.032044 -0.564692 0.41 1.62 -0.63
C 0.599346 -3.054985 -1.901037 0.11 0.54 0.36
H 1.422801 -3.636711 -2.315155 0.08 0.07 0.11
H -0.116494 -3.740561 -1.447464 0.01 0.08 0.00
H 0.107756 -2.521128 -2.715115 -0.04 -0.01 0.01
C 2.266431 -2.942354 0.495488 -0.41 0.52 -0.28
H 1.619647 -3.619780 1.053855 -0.06 0.10 -0.04
H 2.963242 -3.534622 -0.097566 -0.08 0.08 -0.15
H 2.836456 -2.340113 1.203092 -0.09 0.05 0.01
C 0.008051 3.435305 1.088586 -0.18 -0.66 -0.26
H -0.359643 4.420052 0.800657 -0.13 -0.10 -0.14
H -0.104186 3.322055 2.167052 -0.04 -0.16 -0.10
H 1.066596 3.369388 0.836639 0.03 -0.02 0.01
C -2.744084 2.538674 0.537445 0.66 -0.26 -0.15
H -2.977482 2.382124 1.590486 0.12 -0.06 -0.02
H -2.927746 3.583661 0.287620 0.15 0.00 -0.01
H -3.406369 1.917444 -0.066639 0.05 -0.04 0.02
C -0.905658 1.632239 4.419136 -0.01 0.20 -0.45
Si -0.236213 0.018844 3.762646 0.09 -0.37 -0.51
C 1.456801 -0.285979 4.485774 0.18 0.05 -0.42
C -1.383634 -1.356236 4.287165 -0.08 -0.07 -0.42
O -0.125308 0.009997 1.996046 0.31 -0.01 0.50
H -1.015358 1.556168 5.520320 0.00 0.06 -0.62
H -1.895008 1.841279 3.963403 0.45 0.10 0.39
H -0.197911 2.452219 4.196340 -0.43 -0.19 0.22
H 1.387704 -0.309818 5.592652 0.12 0.00 -0.62
H 1.845818 -1.257522 4.117275 -0.04 0.51 0.34
H 2.142446 0.528739 4.174745 -0.17 -0.49 0.31
H -2.391359 -1.179427 3.858395 0.42 -0.27 0.34
H -0.989859 -2.326016 3.919457 -0.36 0.39 0.31
H -1.451143 -1.379701 5.394242 -0.02 -0.05 -0.63
```
Forces are in eV/Å.

gap between HOMO and LUMO	8.0	eV
HOMO energy	-15.22	eV
LUMO level	-7.2	eV
net charge	+2
electronic energy	-82732.315	eV

=====

4.
C5H8O2 | wB97M-V/def2-TZVPD

```
15
Properties=species:S:1:pos:R:3:forces:R:3
C -0.210273 -1.782154 1.104565 0.06 -0.06 0.05
C -0.401770 -1.038631 -0.189843 0.05 -0.26 -0.22
C -0.946952 0.395809 -0.130446 -0.01 0.01 -0.01
C 0.323191 1.201857 -0.311342 0.11 -0.16 -0.46
O 1.006162 1.524901 0.846630 -0.03 0.22 0.11
C 0.924061 1.260583 -1.493005 0.00 0.07 0.14
O -0.047624 -1.506457 -1.247568 -0.42 -0.04 0.34
H -1.148968 -2.279966 1.374052 0.09 0.09 0.01
H 0.068158 -1.102232 1.914936 -0.06 -0.08 -0.11
H 0.563044 -2.537902 0.954767 -0.15 0.05 0.09
H -1.637548 0.543915 -0.966002 0.20 -0.02 0.09
H -1.464049 0.614400 0.810627 0.19 -0.04 -0.14
H 0.586292 2.281473 1.273700 -0.03 -0.14 0.00
H 0.425909 0.862786 -2.370548 0.11 0.09 0.15
H 1.960367 1.561619 -1.570523 -0.11 0.29 -0.03
```
Forces are in eV/Å.

ΔE to the lowest compared entry with this formula, charge and spin	28.4	kcal per mole
gap between HOMO and LUMO	9.9	eV
HOMO energy	-9.22	eV
LUMO level	0.7	eV
electronic energy	-9408.602	eV

=====

5.
ClHNO2P | wB97M-V/def2-TZVPD

```
6
Properties=species:S:1:pos:R:3:forces:R:3
N 2.837653 -2.431888 -0.528203 -0.29 -2.00 -1.81
O 2.953440 -2.409527 -1.693002 0.18 -0.43 -1.73
O 2.354949 -2.118198 2.049670 -0.26 -0.65 0.26
P 2.818515 -1.588644 0.768492 0.33 3.10 3.25
Cl -0.943704 -0.081325 -0.914683 0.53 0.13 -2.23
H -1.202975 -0.157506 0.273790 -0.50 -0.15 2.25
```
Forces are in eV/Å.

ΔE to the lowest compared entry with this formula, charge and spin	29.7	kcal per mole
gap between HOMO and LUMO (spin up / spin down)	7.7 / 7.7	eV
HOMO energy (spin up / spin down)	-9.92 / -9.86	eV
LUMO level (spin up / spin down)	-2.2 / -2.2	eV
electronic energy	-27409.127	eV